Formula: C8H13N2O
Source: the OMol25 dataset
Level of theory: the ωB97M-V functional and the def2-TZVPD basis

Last column: natural (NBO) charge in e.
Positions of all 24 atoms, in Å:
C  1.568  0.673  1.864  0.142
C  1.346  -0.166  -1.288  -0.051
C  0.873  -0.610  2.180  -0.319
C  -0.874  1.831  -1.755  -0.353
C  -1.296  0.362  -1.843  -0.430
C  -0.697  0.873  -0.542  -0.327
C  0.572  0.349  -0.096  0.330
C  -1.071  -1.584  0.718  -0.388
N  1.378  1.114  0.710  -0.382
N  0.307  -1.005  0.855  -0.396
O  1.544  -1.324  -1.511  -0.206
H  2.111  1.369  2.510  0.246
H  1.733  0.696  -1.784  0.281
H  1.490  -1.329  2.666  0.258
H  0.167  -0.379  2.979  0.254
H  0.045  2.191  -2.141  0.222
H  -1.659  2.557  -1.744  0.242
H  -2.367  0.263  -1.801  0.236
H  -0.811  -0.112  -2.671  0.255
H  -1.441  1.061  0.207  0.243
H  -1.697  -0.729  0.771  0.225
H  -0.914  -1.969  -0.301  0.236
H  -1.228  -2.326  1.472  0.236
H  0.922  -1.804  0.545  0.446

Forces on the atoms, in the same order (eV/Å):
C 0.4 0.9 0.4
C -0.6 5.7 1.1
C -0.6 1.1 0.7
C -0.1 -1.5 1.4
C -0.3 2.2 -0.3
C -2.0 1.0 -1.6
C 0.4 -2.2 0.2
C 2.0 0.5 -0.9
N 0.2 1.4 -0.6
N 1.4 -1.3 0.8
O 1.0 -5.9 -1.2
H 0.0 -0.9 0.4
H 0.9 0.4 -0.8
H 0.7 -0.9 -0.3
H -0.8 -0.1 -0.4
H 0.6 0.0 -0.8
H -0.2 0.3 0.5
H -0.2 -0.3 -0.1
H 0.5 -1.0 0.4
H -0.1 0.1 0.5
H -1.2 0.0 0.0
H -1.4 -0.3 0.3
H -0.2 -0.4 0.3
H -0.4 1.4 0.0

Output
- Multiplicity: 3
- Charge: +1
- Kohn-Sham gap (alpha / beta): 7.7 / 7.4 eV
- Energy above the lowest of the compared OMol25 structures with the same formula, charge and spin: 182.9 kJ/mol

=====

Formula: C8H13N2O12P3S
Source: the OMol25 dataset
Level of theory: the ωB97M-V functional and the def2-TZVPD basis

Last column: natural (NBO) charge in e.
Positions of all 39 atoms, in Å:
O  0.197  0.635  -1.107  -0.693
O  0.588  3.653  -0.082  -1.154
O  -2.418  -0.353  4.069  -1.058
O  -2.326  3.489  3.203  -1.004
O  -0.080  -1.878  0.779  -0.509
O  0.494  4.052  2.150  -0.967
O  1.061  1.643  1.183  -0.993
O  -0.692  -0.964  4.125  -1.027
O  -3.222  2.041  2.572  -0.980
O  -1.505  -0.373  1.688  -0.781
O  -1.315  2.546  1.010  -0.950
O  -0.670  1.537  3.361  -0.909
S  -2.734  -2.443  0.442  0.191
C  0.718  -0.224  -1.853  0.644
C  2.432  -2.019  -3.284  -0.373
C  1.441  -2.546  -2.343  -0.080
C  2.520  -0.629  -3.478  0.418
C  0.629  -1.666  -1.591  -0.170
N  3.354  0.011  -4.409  -0.806
N  1.700  0.187  -2.765  -0.553
C  -1.685  -1.942  -1.011  -0.522
C  -1.343  -1.779  1.526  0.224
C  -0.334  -2.295  -0.586  0.057
P  0.165  2.989  1.079  2.492
P  -1.299  0.025  3.196  2.499
P  -1.761  2.313  2.493  2.425
H  1.096  4.477  1.432  0.546
H  0.973  1.500  0.137  0.535
H  -1.632  -0.991  4.360  0.471
H  -3.076  2.916  3.034  0.453
H  3.008  -2.696  -3.913  0.227
H  1.446  -3.624  -2.265  0.225
H  3.818  -0.563  -5.027  0.394
H  3.922  0.797  -3.997  0.393
H  1.957  1.156  -2.753  0.424
H  -2.039  -2.428  -1.903  0.243
H  -1.743  -0.858  -1.250  0.240
H  -1.318  -2.373  2.471  0.243
H  -0.328  -3.323  -0.693  0.187

Forces on the atoms, in the same order (eV/Å):
O 0.1 -0.6 -1.3
O 1.0 2.4 -6.0
O -14.6 6.4 -1.2
O 11.7 13.7 5.3
O -2.1 -0.7 0.3
O 0.6 0.4 1.4
O -1.6 1.0 -1.4
O 17.3 -4.0 -1.3
O -5.8 -16.0 -7.2
O 0.7 1.0 0.9
O -0.9 -0.9 1.3
O -1.1 -1.6 -2.0
S 1.6 1.0 0.1
C 1.1 -0.1 2.3
C -1.3 0.9 0.2
C 0.8 2.8 -0.7
C 0.2 -1.8 -0.4
C 1.2 -1.7 -1.3
N -1.0 2.3 3.0
N -0.2 -0.8 0.2
C -2.4 1.9 0.5
C 0.7 -1.7 -2.6
C 1.1 2.4 -0.5
P 4.5 -2.2 -0.6
P 0.2 -0.7 0.8
P -3.1 2.4 0.7
H -0.7 0.4 1.7
H 0.5 -0.9 2.0
H -2.6 -3.3 4.3
H -6.3 2.5 2.7
H 0.0 0.2 0.3
H -0.3 0.0 0.5
H 1.3 -1.4 -1.3
H -0.8 -1.3 -0.9
H -0.5 0.6 0.0
H 0.1 -0.7 -0.2
H -0.3 -0.5 0.6
H 0.2 0.9 -0.8
H 0.9 -2.4 0.3

Output
- Charge: 0
- Kohn-Sham gap: 8.7 eV

=====

Formula: C8H13N2O3S2
Source: the OMol25 dataset
Level of theory: the ωB97M-V functional and the def2-TZVPD basis

Last column: natural (NBO) charge in e.
Positions of all 28 atoms, in Å:
C  -3.072  2.195  2.203  -0.144
C  -3.244  1.392  -1.393  0.767
C  -2.601  2.358  -0.290  -0.393
C  2.566  -1.172  1.322  -0.643
C  2.947  -1.920  0.024  -0.387
C  2.407  -1.352  -1.284  -0.401
C  0.918  -1.345  -1.254  -0.398
C  0.215  0.101  -0.769  -0.638
N  -2.046  1.513  2.018  -0.269
N  -1.472  1.463  0.805  -0.446
O  -2.743  0.243  -1.402  -0.764
O  -4.180  1.869  -1.989  -0.707
O  -0.536  -0.845  1.464  -1.013
S  -3.792  2.915  0.791  0.256
S  -1.211  -0.270  0.283  1.461
H  -3.589  2.264  3.273  0.214
H  -1.915  3.193  -0.589  0.220
H  2.539  -1.720  2.220  0.208
H  3.344  -0.331  1.302  0.179
H  1.509  -0.786  1.278  0.264
H  2.495  -2.814  0.165  0.189
H  4.081  -2.077  0.065  0.179
H  2.771  -2.012  -2.218  0.187
H  2.592  -0.364  -1.506  0.198
H  0.603  -2.106  -0.449  0.208
H  0.515  -1.643  -2.193  0.208
H  -0.061  0.637  -1.729  0.239
H  0.960  0.614  -0.146  0.227

Forces on the atoms, in the same order (eV/Å):
C -1.5 0.4 2.3
C 1.5 -0.2 1.4
C 3.6 -1.8 -0.1
C 0.1 3.0 -2.3
C 2.4 1.9 0.8
C 0.5 -2.8 -1.2
C -2.7 0.2 2.9
C 1.1 -1.4 -2.3
N 1.3 -1.5 1.2
N -1.9 1.6 -2.4
O -0.2 0.7 -0.9
O -1.3 0.7 -1.1
O 0.4 -0.1 0.7
S -2.2 1.3 1.0
S -0.1 -0.4 0.8
H 1.2 -0.1 -2.6
H -0.8 -1.0 -0.3
H 0.7 -1.0 1.0
H -1.4 -0.7 0.9
H 1.2 -0.1 0.0
H -1.1 -3.3 -0.2
H -1.4 0.1 -0.5
H -0.6 1.4 2.1
H 1.7 2.3 -0.4
H 0.1 0.9 -1.4
H -0.6 -0.1 -0.7
H 0.2 -0.3 1.4
H -0.5 0.2 -0.3

Output
- Charge: -1
- Kohn-Sham gap: 7.4 eV

=====

Formula: C8H13N2S
Source: the OMol25 dataset
Level of theory: the ωB97M-V functional and the def2-TZVPD basis

Last column: natural (NBO) charge in e.
Positions of all 24 atoms, in Å:
C  1.713  -2.322  0.229  -0.390
C  1.030  -2.273  -2.069  -0.072
C  0.501  -1.785  0.029  0.155
C  1.059  1.355  0.440  -0.429
C  -0.291  1.605  -0.118  -0.282
C  -0.122  0.816  1.145  -0.158
C  -0.803  3.068  -0.198  -0.612
C  -0.437  -1.145  1.005  -0.099
N  0.082  -1.855  -1.297  -0.534
N  -1.828  -1.037  0.318  -0.741
S  2.531  -2.481  -1.310  0.407
H  2.416  -2.122  1.026  0.244
H  1.035  -2.214  -3.150  0.237
H  1.630  0.523  -0.040  0.218
H  1.705  2.099  0.951  0.254
H  -0.457  0.907  -0.954  0.219
H  -0.503  1.150  2.121  0.241
H  -0.042  3.752  0.293  0.229
H  -1.759  3.250  0.345  0.223
H  -0.902  3.379  -1.207  0.238
H  -0.395  -1.634  2.047  0.265
H  -2.559  -1.656  0.743  0.451
H  -1.563  -1.362  -0.656  0.480
H  -2.041  -0.017  0.306  0.459

Forces on the atoms, in the same order (eV/Å):
C 7.0 -2.3 0.9
C -0.5 0.3 -1.6
C -7.6 2.9 -2.2
C 1.9 -1.4 0.7
C -0.4 0.2 -0.7
C -0.6 -2.0 1.0
C 0.4 -0.2 2.2
C 0.7 1.6 -0.2
N -1.6 1.0 2.5
N 1.1 -0.7 0.7
S 2.3 -0.6 1.4
H -0.4 -0.1 0.4
H -0.6 -0.2 0.0
H -0.2 1.1 0.2
H -0.8 -0.3 -0.6
H -0.2 0.8 -0.2
H 0.4 -0.2 -0.5
H -0.9 -0.9 -0.6
H 0.5 -0.3 -0.5
H -0.1 0.2 -0.9
H -0.5 1.1 -1.6
H 0.7 0.9 -0.5
H -0.5 0.2 0.2
H -0.4 -1.0 0.0

Output
- Multiplicity: 3
- Charge: +1
- Kohn-Sham gap (alpha / beta): 6.3 / 7.0 eV
- Energy above the lowest of the compared OMol25 structures with the same formula, charge and spin: 199.5 kJ/mol

=====

Formula: C8H13N3O6
Source: the OMol25 dataset
Level of theory: the ωB97M-V functional and the def2-TZVPD basis

Last column: natural (NBO) charge in e.
Positions of all 30 atoms, in Å:
C  1.552  -0.208  -1.397  -0.145
C  1.777  -0.320  0.101  0.694
C  0.675  0.999  -1.834  -0.523
C  0.860  2.190  -0.971  0.679
C  -0.718  0.046  0.908  -0.154
C  -1.346  0.386  2.232  0.800
C  -1.575  -0.976  0.242  -0.535
C  -1.398  -2.359  0.788  0.791
H  2.054  -2.077  -2.198  0.383
H  0.516  -2.036  -1.440  0.378
H  2.531  0.054  -1.754  0.232
H  -0.332  0.692  -1.926  0.217
H  0.991  1.415  -2.799  0.251
H  -0.017  3.915  -0.435  0.397
H  -0.925  3.143  -1.600  0.387
H  1.136  -0.026  1.902  0.429
H  -0.919  1.021  0.416  0.246
H  -1.376  -0.959  -0.822  0.225
H  -2.604  -0.662  0.459  0.283
H  -0.630  -3.984  0.426  0.509
H  -1.156  1.023  3.922  0.508
N  1.216  -1.482  -2.030  -0.851
N  -0.250  3.028  -0.859  -0.849
N  0.710  -0.142  0.967  -0.660
O  2.929  -0.389  0.481  -0.587
O  1.828  2.406  -0.275  -0.584
O  -2.515  0.242  2.476  -0.587
O  -1.903  -2.739  1.818  -0.577
O  -0.591  -3.068  0.025  -0.681
O  -0.520  0.867  3.182  -0.675

Forces on the atoms, in the same order (eV/Å):
C 0.3 0.1 -0.7
C -0.3 1.4 -0.8
C 1.1 -0.5 -0.3
C -0.9 0.8 1.5
C 0.4 1.9 -0.4
C 0.0 -0.6 1.4
C -0.7 -0.2 -0.5
C -0.8 1.3 1.2
H -1.0 0.8 0.4
H 1.6 1.0 -1.3
H 0.5 0.0 0.0
H -1.3 0.0 -0.1
H 0.0 -0.7 -0.3
H 0.0 -0.1 0.2
H 0.1 -0.4 -0.2
H -0.7 -0.2 -0.6
H 0.0 -0.4 -0.3
H -0.1 -0.1 -0.3
H 0.2 -0.2 -0.3
H 0.4 1.0 -0.6
H 0.8 0.0 -0.4
N -1.1 -1.3 0.7
N 0.2 0.4 -0.2
N 1.7 -0.8 2.1
O -0.7 -0.6 0.7
O 0.2 -0.1 -0.5
O -0.1 0.3 -0.4
O 0.4 -0.3 -0.6
O 0.2 -2.5 0.3
O -0.5 0.1 0.1

Output
- Charge: 0
- Kohn-Sham gap: 9.6 eV
- Structure (SMILES): NC(=O)C[C@H](N)C(=O)N[C@@H](CC(=O)O)C(=O)O
- Energy above the lowest of the compared OMol25 structures with the same formula, charge and spin: 131.1 kJ/mol

=====

Formula: C8H13N4
Source: the OMol25 dataset
Level of theory: the ωB97M-V functional and the def2-TZVPD basis

Last column: natural (NBO) charge in e.
Positions of all 25 atoms, in Å:
C  2.431  -0.024  0.040  0.496
C  0.121  -0.340  0.634  0.345
C  2.606  1.433  0.091  -0.503
C  1.151  2.028  -0.370  -0.394
C  -2.131  -1.078  -0.622  -0.445
C  -1.228  -2.194  -0.055  -0.246
C  -0.160  1.956  0.430  -0.187
C  -2.094  0.086  0.388  -0.239
N  2.378  -1.220  -0.237  -0.197
N  1.343  -2.059  -0.257  -0.248
N  0.067  -1.578  0.370  -0.300
N  -0.750  0.576  0.597  -0.416
H  3.017  1.597  1.085  0.274
H  3.475  1.409  -0.535  0.277
H  1.267  3.167  -0.406  0.261
H  0.957  1.581  -1.382  0.236
H  -1.815  -0.410  -1.518  0.227
H  -3.106  -1.630  -0.797  0.263
H  -1.695  -2.718  0.871  0.238
H  -1.063  -2.951  -0.908  0.253
H  -0.196  2.384  1.392  0.226
H  -0.968  2.381  -0.219  0.229
H  -2.729  0.960  -0.050  0.226
H  -2.612  -0.343  1.266  0.218
H  1.732  -3.012  0.192  0.409

Forces on the atoms, in the same order (eV/Å):
C -4.7 -3.5 1.0
C 5.0 0.3 -0.7
C -1.2 -2.1 0.6
C 1.3 1.5 -0.4
C 0.5 1.1 -0.6
C 0.4 -1.5 -1.3
C -2.0 -1.6 -1.4
C -4.0 1.4 -0.6
N 0.9 3.0 0.2
N 1.1 -4.1 1.0
N -0.1 -0.7 0.1
N -0.4 0.0 0.5
H -0.6 0.8 0.2
H 0.4 1.8 -1.3
H 0.2 -1.5 -0.5
H 0.3 0.7 0.8
H -0.1 -2.5 0.5
H 0.8 1.5 0.3
H 0.7 1.0 -1.7
H 0.0 0.9 1.6
H 0.4 0.9 1.0
H 1.0 0.5 0.5
H 0.9 -1.5 1.0
H 0.6 1.0 0.3
H -1.5 2.6 -1.1

Output
- Charge: +1
- Kohn-Sham gap: 9.2 eV
- Energy above the lowest of the compared OMol25 structures with the same formula, charge and spin: 697.9 kJ/mol

=====

E values, unit eV, following the record order: -13521.2309; -74754.3855; -39297.4133; -22309.2018; -25263.1366; -14454.1247.